(1)
DFT (ωB97M-V with the def2-TZVPD basis set) results for C10H30NiO9S6 as an isolated structure at a distorted geometry.

Geometry as XYZ:
```
56
C10H30NiO9S6 | the Open Molecules 2025 dataset | ωB97M-V with the def2-TZVPD basis set
Ni 0.3144 0.3026 0.8991
S 1.3087 0.1829 3.4209
O 1.5726 1.3401 4.2568
O 1.9250 0.3109 2.0623
O 1.6886 -1.0733 4.0526
O -0.1193 0.1657 3.0166
C -0.1766 -3.9594 -0.1873
S -0.0566 -2.9818 1.3317
O -0.5475 -1.6030 0.9130
C -1.4819 -3.7146 2.1866
H -0.3947 -5.0143 -0.0086
H 0.7017 -3.8922 -0.8269
H -1.0197 -3.5834 -0.7746
H -2.3178 -3.9663 1.5354
H -1.8262 -2.9525 2.8857
H -1.1226 -4.5785 2.7439
C -0.2574 -0.7638 -3.5080
S -1.3480 -0.3264 -2.1099
O -0.4650 0.2626 -1.0410
C -2.2081 1.0931 -2.8696
H 0.1809 0.1918 -3.8245
H -0.7767 -1.1675 -4.3722
H 0.5931 -1.3301 -3.1376
H -3.0232 1.3125 -2.1855
H -2.6698 0.6891 -3.7732
H -1.5095 1.9075 -3.0127
C -3.9504 -0.3084 0.5852
S -2.8608 0.3551 1.8510
O -1.7697 1.0783 1.1050
C -3.9432 1.6848 2.3962
H -4.8800 -0.7317 0.9599
H -3.3639 -1.1002 0.1146
H -4.1376 0.4793 -0.1464
H -3.7546 2.5599 1.7762
H -3.7906 1.9665 3.4372
H -4.9894 1.3785 2.3278
C 1.3682 4.7990 0.0001
S 1.7297 3.0522 -0.2870
O 0.6417 2.2951 0.4311
C 1.2844 2.8992 -2.0384
H 2.0062 5.4349 -0.6211
H 1.4457 5.0478 1.0524
H 0.3756 5.0773 -0.3719
H 0.2475 3.2433 -2.0664
H 1.3002 1.8394 -2.2665
H 1.9049 3.5842 -2.6124
C 3.9661 -1.4375 1.0251
S 2.9400 -1.6951 -0.4616
O 1.7885 -0.7507 -0.3970
C 4.0913 -1.0007 -1.6622
H 4.1975 -0.3715 1.0490
H 4.8717 -2.0398 0.9982
H 3.3456 -1.6385 1.8989
H 3.6662 -1.0143 -2.6661
H 5.0044 -1.5935 -1.6107
H 4.3002 0.0550 -1.4733
```

Total energy   -135334.8145 eV
Energy above the lowest of the compared OMol25 structures with the same formula, charge and spin   22.52 kcal per mole
HOMO (alpha / beta)   -6.63 / -6.59 eV
Charge   0
Kohn-Sham gap (alpha / beta)   0.241 / 0.239 hartree
Multiplicity   3

(2)
DFT (ωB97M-V with the def2-TZVPD basis set) results for a 2-piece molecular cluster, C3H7BrN3 overall at a distorted geometry.

Geometry as XYZ:
```
14
C3H7BrN3 | the Open Molecules 2025 dataset | ωB97M-V with the def2-TZVPD basis set
C -1.1119 0.7116 0.9282
C 0.0624 1.7267 -0.5570
C -0.4020 -1.7043 0.3171
N -0.8517 1.8822 0.5523
N -0.3377 -0.2681 0.1885
N 0.4062 0.3787 -0.6077
Br 2.9317 -0.0849 0.0049
H -1.9553 0.2821 1.4316
H -0.3929 1.9650 -1.5481
H 0.8205 2.4265 -0.5574
H -0.8947 -2.0066 1.2666
H -1.2722 -1.9984 -0.2805
H 0.3549 -2.4520 0.1038
H 2.6427 -0.8585 -1.2424
```

Total energy   -77727.2791 eV
Energy above the lowest of the compared OMol25 structures with the same formula, charge and spin   64.69 kcal per mole
HOMO   -14.36 eV
Charge   +1
Kohn-Sham gap   0.307 hartree

(3)
DFT (ωB97M-V with the def2-TZVPD basis set) results for an isolated molecule of C14H10Cl2N2O3 at a distorted geometry.

Geometry as XYZ:
```
31
C14H10Cl2N2O3 | the Open Molecules 2025 dataset | ωB97M-V with the def2-TZVPD basis set
C -3.2229 1.9997 -0.3593
C -2.6412 1.6926 -1.7437
C -2.5960 2.7934 -2.7097
C -1.9568 0.4954 -1.9183
C -1.8523 -0.5741 -0.8086
O -2.8343 -1.4057 -0.6742
C -0.5748 -0.6795 -0.0940
O -0.0118 0.4688 0.4130
C 1.2475 0.1398 0.8612
C 2.2050 1.0254 1.4522
Cl 2.0083 2.7987 1.4076
C 3.2654 0.3515 2.0701
Cl 4.3981 1.3075 2.8795
C 3.4753 -1.0050 1.9306
O 4.5211 -1.5601 2.6493
C 2.5065 -1.7747 1.3314
C 2.7336 -3.1646 1.0737
N 2.6693 -4.3121 0.8370
C 1.3795 -1.2774 0.7276
C 0.2635 -1.7326 -0.0497
N -0.1372 -3.0891 -0.2694
H -2.8833 2.9490 0.0567
H -3.0083 1.2130 0.2928
H -4.3165 2.0010 -0.3609
H -2.2367 3.7482 -2.2695
H -3.6280 2.8586 -3.0963
H -1.9423 2.4020 -3.4867
H -1.3353 0.2474 -2.8527
H 5.1084 -0.8062 2.8840
H -1.1055 -3.2787 -0.1034
H 0.5016 -3.8322 -0.0705
```

Total energy   -48845.1065 eV
SMILES string   CC(C)=CC(=O)c1oc2c(Cl)c(Cl)c(O)c(C#N)c2c1N
Energy above the lowest of the compared OMol25 structures with the same formula, charge and spin   82.89 kcal per mole
HOMO   -8.73 eV
Charge   0
Kohn-Sham gap   0.289 hartree

(4)
DFT (ωB97M-V with the def2-TZVPD basis set) results for C37H38BClFHfN8O2 as an isolated structure at a distorted geometry.

Geometry as XYZ:
```
89
C37H38BClFHfN8O2 | the Open Molecules 2025 dataset | ωB97M-V with the def2-TZVPD basis set
Hf 0.1759 0.4088 -0.2942
C -1.5143 3.5696 -1.4278
C -0.3114 3.6752 -0.5552
C 0.2642 4.8357 -0.0612
C 1.3390 4.4360 0.7171
C 2.2875 5.2772 1.5052
N 1.4099 3.1014 0.6681
N 0.3925 2.6121 -0.1172
B 2.3298 2.1562 1.4670
N 1.4962 1.3012 2.4577
N 0.6288 0.3381 2.0036
C 0.0988 -0.2436 3.0881
C -0.9217 -1.3318 3.0141
C 0.6222 0.3375 4.2355
C 1.5004 1.3152 3.7963
C 2.3373 2.2543 4.6006
N 3.0527 1.2038 0.4819
N 2.3885 0.5654 -0.5399
C 3.3123 -0.1437 -1.2236
C 2.9915 -0.9885 -2.4114
C 4.5524 0.0380 -0.6347
C 4.3502 0.8910 0.4436
C 5.3430 1.4138 1.4279
H -1.7383 4.5472 -1.8499
H -1.3659 2.8661 -2.2461
H -2.3730 3.2494 -0.8388
H -0.0628 5.8459 -0.2438
H 2.1136 6.3263 1.2767
H 2.1430 5.1362 2.5770
H 3.3247 5.0399 1.2734
H 3.1367 2.7940 2.0712
H -0.7217 -2.0205 2.1935
H -0.9151 -1.9008 3.9422
H -1.9253 -0.9146 2.8953
H 0.3902 0.0826 5.2566
H 2.1473 2.0900 5.6587
H 3.4012 2.1050 4.4157
H 2.1041 3.2937 4.3710
H 2.0406 -1.5053 -2.3078
H 2.9309 -0.3765 -3.3133
H 3.7775 -1.7283 -2.5497
H 5.4876 -0.3959 -0.9492
H 6.3250 1.0028 1.2052
H 5.4079 2.5010 1.3908
H 5.0736 1.1307 2.4460
N -2.5388 -1.5146 -1.2599
C -1.9803 -2.8625 -1.2194
C -3.2019 -3.6896 -0.9185
C -2.8344 -5.0545 -0.4279
C -1.5949 -5.3247 -0.0243
C -0.5328 -4.3145 0.0266
C 0.6680 -4.5727 0.6016
C 1.6257 -3.5396 0.7427
C 1.2619 -2.2938 0.3622
N 0.0584 -1.9504 -0.2179
C -0.8094 -2.9938 -0.4984
H -3.2208 -1.4228 -2.0170
H -2.4197 -1.5086 0.7900
H -3.8253 -3.7808 -1.8156
H -3.6027 -5.8174 -0.4057
H -1.3397 -6.3188 0.3257
H 0.8718 -5.5660 0.9860
H 2.5920 -3.7071 1.1947
H 1.9481 -1.4820 0.5650
Cl -6.3823 -3.9561 -0.5356
C -5.4648 -2.5307 -0.2171
C -6.0405 -1.3264 -0.2298
C -5.2700 -0.1134 0.0834
C -3.9474 -0.1631 0.2403
C -3.2434 -1.4510 0.0862
C -4.0236 -2.7649 0.1076
C -3.0694 1.0185 0.4455
O -3.4550 2.1052 0.7743
O -1.7943 0.7478 0.1031
H -7.0959 -1.2374 -0.4491
H -5.7866 0.8365 0.1597
H -1.8754 -0.7459 -1.3866
H -3.9535 -3.2245 1.0965
F 0.2431 0.5943 -6.6608
C 0.1695 0.4924 -5.3244
C -0.3787 -0.6477 -4.7710
C -0.4419 -0.7421 -3.3890
C 0.0040 0.2744 -2.5275
C 0.5790 1.3939 -3.1662
C 0.6661 1.5177 -4.5463
H -0.7228 -1.4462 -5.4154
H -0.7987 -1.6864 -2.9897
H 1.0124 2.1961 -2.5774
H 1.1174 2.3816 -5.0171
```

Total energy   -72224.9850 eV
Energy above the lowest of the compared OMol25 structures with the same formula, charge and spin   74.14 kcal per mole
HOMO   -9.74 eV
Charge   +1
Kohn-Sham gap   0.248 hartree

(5)
DFT (ωB97M-V with the def2-TZVPD basis set) results for a 2-piece molecular cluster, C4H8O3S overall at a distorted geometry.

Geometry as XYZ:
```
16
C4H8O3S | the Open Molecules 2025 dataset | ωB97M-V with the def2-TZVPD basis set
C 1.6717 -1.0063 -2.9229
C 1.5476 -1.3562 -1.6408
C -1.4164 1.9286 1.5079
C -1.0502 0.6452 2.2371
O 0.0333 -1.8544 0.2317
O -0.3218 0.3953 -0.7957
O 0.0811 0.1873 2.1337
S 0.7297 -0.3984 -0.1739
H 2.3519 -1.6153 -3.4232
H 1.3309 -0.1404 -3.4287
H 2.1392 -2.1434 -1.3088
H -1.7236 2.6899 2.1812
H -2.2686 1.8376 0.7907
H -0.5827 2.2942 0.9010
H -1.8721 0.1650 2.8392
H -0.6500 -1.6287 0.8715
```

Total energy   -21252.5106 eV
Energy above the lowest of the compared OMol25 structures with the same formula, charge and spin   73.97 kcal per mole
HOMO   -9.14 eV
Charge   0
Kohn-Sham gap   0.354 hartree

(6)
DFT (ωB97M-V with the def2-TZVPD basis set) results for C6H4O2 as an isolated structure at a distorted geometry.

Geometry as XYZ:
```
12
C6H4O2 | the Open Molecules 2025 dataset | ωB97M-V with the def2-TZVPD basis set
C 1.3766 0.7077 -0.0832
C 1.3764 -0.7044 -0.0184
C -0.0245 0.7820 -0.1056
C -0.0254 -0.7826 -0.0598
C -1.3917 0.7865 -0.0586
C -1.3944 -0.7831 -0.0360
O -2.3700 1.7002 0.0182
O -2.3793 -1.6904 -0.0273
H 2.1545 1.4496 -0.1187
H 2.1491 -1.4488 0.0615
H -1.9843 2.5824 0.0872
H -2.0131 -2.5844 0.0009
```

Total energy   -10372.5104 eV
Energy above the lowest of the compared OMol25 structures with the same formula, charge and spin   8.44 kcal per mole
HOMO (alpha / beta)   -4.42 / -8.09 eV
Charge   0
Kohn-Sham gap (alpha / beta)   0.186 / 0.237 hartree
Multiplicity   3

(7)
DFT (ωB97M-V with the def2-TZVPD basis set) results for a 3-piece molecular cluster, C30H66IN3O6P3 overall at a distorted geometry.

Geometry as XYZ:
```
109
C30H66IN3O6P3 | the Open Molecules 2025 dataset | ωB97M-V with the def2-TZVPD basis set
C 2.8809 -1.1307 0.4345
C 1.7603 -0.4120 0.3632
N 0.4952 -1.0124 0.0165
C -0.0190 -1.1009 -1.1721
C 0.6459 -0.5147 -2.3535
C 1.6738 -1.4936 -2.9887
C 2.7633 -0.7660 -3.8004
C 2.3311 0.5800 -4.4048
C 2.7005 1.8356 -3.5811
C 1.6468 2.9569 -3.6640
C 0.7774 3.1244 -2.4188
C 1.5214 3.6544 -1.1895
C 0.5447 4.3179 -0.2146
C 1.1756 5.0793 0.9442
C 2.0256 4.2520 1.9193
C 3.5224 4.2267 1.5591
C 4.4435 3.8915 2.7395
C 4.7976 2.3912 2.8760
C 3.8289 1.6693 3.8122
C -1.3132 -1.7915 -1.1701
P -1.2263 -3.4243 -2.1268
N 0.1512 -4.0712 -1.3889
O -2.5186 -4.2086 -1.4757
C -1.6755 -1.8846 0.3454
C -2.8679 -0.9580 0.5846
C -4.1838 -1.6022 0.0929
C -4.6299 -1.1227 -1.2982
I -5.7302 -1.1048 1.5270
C -0.3409 -1.6144 1.1081
N 0.2622 -2.8719 1.4963
P -0.2552 -0.3644 2.5375
P -1.8226 -0.9210 3.9768
O -1.2081 -1.0437 5.2911
O -2.9643 0.2075 3.9511
O -2.5479 -2.2372 3.4294
H 3.6116 -0.8914 1.2000
H 3.1339 -1.9237 -0.2628
H 1.7540 0.6657 0.4986
H -0.1167 -0.2496 -3.0831
H 1.1800 0.3771 -2.0201
H 1.1291 -2.1675 -3.6521
H 2.1106 -2.1309 -2.2195
H 3.6659 -0.6228 -3.2028
H 2.9956 -1.4216 -4.6406
H 1.2711 0.5871 -4.6728
H 2.8622 0.6697 -5.3550
H 2.9454 1.5641 -2.5477
H 3.6298 2.2149 -4.0101
H 2.1588 3.9078 -3.8293
H 1.0090 2.7744 -4.5323
H 0.0090 3.8660 -2.6639
H 0.2228 2.2138 -2.1648
H 1.9748 2.8102 -0.6551
H 2.2872 4.3805 -1.4721
H -0.1563 3.5723 0.1830
H -0.0651 5.0401 -0.7684
H 1.7474 5.9421 0.5918
H 0.3398 5.4809 1.5271
H 1.9479 4.7132 2.9074
H 1.6234 3.2353 2.0018
H 3.7852 5.2141 1.1744
H 3.6880 3.4813 0.7746
H 5.3827 4.4343 2.6121
H 4.0071 4.2216 3.6865
H 5.7963 2.3359 3.3125
H 4.8007 1.9524 1.8750
H 2.8057 1.7021 3.4264
H 4.1042 0.6271 3.9822
H 3.8161 2.1784 4.7777
H -1.9758 -1.1240 -1.7280
H 0.1563 -4.0718 -0.3665
H 0.3274 -5.0088 -1.7385
H -2.2580 -4.8343 -0.7849
H -1.9735 -2.9155 0.5364
H -2.9835 -0.7431 1.6351
H -2.7394 -0.0038 0.0643
H -4.1108 -2.6864 0.0759
H -5.6892 -0.8893 -1.3697
H -4.4308 -1.8884 -2.0537
H -4.0833 -0.2281 -1.6052
H 1.1808 -2.6936 1.9043
H -0.2831 -3.2854 2.2532
H -0.7164 0.8330 1.9413
H -2.7960 0.8853 3.2834
H -3.4871 -2.2331 3.6885
C 1.9247 -6.0913 2.0176
C 3.0607 -6.1561 1.0097
C 4.3237 -5.5111 1.5554
O 2.6787 -5.5271 -0.2193
H 1.6861 -5.0502 2.2465
H 1.0251 -6.5580 1.6131
H 2.1870 -6.5953 2.9477
H 3.2607 -7.1971 0.7559
H 4.1460 -4.4517 1.7712
H 5.1286 -5.5678 0.8232
H 4.6541 -5.9968 2.4736
H 2.4995 -4.5972 -0.0377
C -6.1326 2.4244 -1.2267
C -7.6077 2.1109 -1.4351
C -8.4665 2.7269 -0.3427
O -7.8105 0.6985 -1.4852
H -5.7904 2.0080 -0.2734
H -5.5329 1.9764 -2.0211
H -5.9522 3.5001 -1.2189
H -7.9256 2.4893 -2.4074
H -8.1868 2.3200 0.6337
H -9.5178 2.4933 -0.5083
H -8.3516 3.8110 -0.3097
H -7.5398 0.3368 -0.6338
```

Total energy   -84898.9487 eV
HOMO   -12.03 eV
Charge   +1
Kohn-Sham gap   0.316 hartree

(8)
DFT (ωB97M-V with the def2-TZVPD basis set) results for a 2-piece molecular cluster, C7H11Cl2FNO3 overall at a distorted geometry.

Geometry as XYZ:
```
25
C7H11Cl2FNO3 | the Open Molecules 2025 dataset | ωB97M-V with the def2-TZVPD basis set
C -0.2421 1.0149 0.4718
C 1.1769 1.0137 -0.0515
O 1.7467 2.0723 -0.2495
O 1.7600 -0.1401 -0.3643
C 1.5764 -1.2245 0.5911
N 2.8120 -1.8296 0.8571
C 2.5969 -2.7802 1.8795
C 2.4690 -2.1368 3.2742
O 3.2776 -1.4931 3.8753
F 1.2133 -2.3142 3.8500
H -0.2000 0.9275 1.5500
H -0.7423 0.1151 0.1266
H -0.7651 1.9083 0.1624
H 1.1400 -0.8062 1.5181
H 0.8633 -1.9483 0.1378
H 1.6808 -3.3783 1.7026
H 3.4652 -3.4295 1.9419
Cl -3.0077 2.2726 -0.6091
C -2.3601 1.9353 -2.2320
C -3.4493 1.7776 -3.2604
Cl -4.4132 0.2988 -3.0082
H -1.7413 1.0433 -2.1629
H -1.7223 2.7759 -2.5000
H -3.0048 1.7013 -4.2511
H -4.1300 2.6245 -3.2494
```

Total energy   -42832.3608 eV
HOMO   -2.56 eV
Charge   -1
Kohn-Sham gap   0.186 hartree